Record 1
{
  "formula": "C5H8N2",
  "method": "the ωB97M-V functional and the def2-TZVPD basis",
  "symbols": ["N", "N", "C", "C", "C", "C", "C", "H", "H", "H", "H", "H", "H", "H", "H"],
  "positions_angstrom": [[-1.25, -1.61, 0.20], [1.25, -2.32, 0.36], [-0.47, 1.53, 0.32], [0.04, -1.47, 0.79], [0.61, 2.02, -0.20], [1.21, -1.11, 0.04], [-0.39, 1.48, -1.17], [-0.01, -1.26, 1.85], [1.79, -0.36, -0.49], [1.56, 2.52, -0.09], [-1.23, -1.67, -0.81], [-1.08, 1.30, 1.17], [-0.21, 0.52, -1.68], [-1.00, 2.17, -1.77], [-1.75, -2.41, 0.57]],
  "mulliken_charge": [-0.480, -0.579, -0.133, -0.196, -0.516, 0.072, -0.422, 0.403, 0.309, 0.370, 0.230, 0.393, 0.101, 0.231, 0.216],
  "relative_energy_ev": 5.071,
  "max_force_ha_per_bohr": 0.0094,
  "energy_ha": -304.64915,
  "charge": 0,
  "homo_ev": -9.078,
  "homo_lumo_gap_ev": 10.25
}

***

Record 2
{
  "formula": "C10H16BCl16O4S",
  "method": "the ωB97M-V functional and the def2-TZVPD basis",
  "symbols": ["Cl", "Cl", "Cl", "Cl", "Cl", "Cl", "Cl", "Cl", "Cl", "Cl", "Cl", "Cl", "Cl", "Cl", "Cl", "Cl", "S", "O", "O", "O", "O", "C", "C", "C", "C", "C", "C", "C", "C", "C", "C", "B", "H", "H", "H", "H", "H", "H", "H", "H", "H", "H", "H", "H", "H", "H", "H", "H"],
  "positions_angstrom": [[-6.50, -3.34, 1.21], [-8.98, -1.44, -0.21], [2.66, 4.48, -8.47], [-10.96, -0.26, 1.52], [3.81, 0.36, -3.98], [-11.78, -1.92, -0.69], [5.25, 0.56, -1.49], [4.37, 5.70, -6.49], [-4.84, -1.92, -0.68], [6.15, 2.07, -3.77], [5.45, 3.75, -8.32], [-3.70, -2.92, 1.78], [3.70, 2.81, -2.43], [-5.54, -0.69, 1.83], [-10.48, -3.10, 1.60], [3.63, 2.93, -6.24], [0.57, 0.03, 0.55], [-2.14, -0.19, 1.40], [-1.97, 1.68, 2.88], [-0.08, 1.11, 1.57], [4.02, 1.92, 1.46], [2.26, -1.89, 1.84], [2.77, -1.15, 3.08], [-5.16, -2.21, 1.03], [-10.56, -1.68, 0.56], [4.73, 1.46, -2.94], [2.61, 1.80, 1.38], [2.17, 0.82, 0.28], [4.03, 4.22, -7.39], [0.26, -2.61, 0.44], [0.81, -1.56, 1.44], [-1.43, 0.84, 1.96], [2.92, 0.05, 0.08], [2.21, 2.79, 1.17], [0.75, -3.57, 0.59], [0.47, -2.30, -0.59], [-2.15, -0.96, 1.99], [0.19, -1.58, 2.33], [-1.27, 2.09, 3.40], [2.03, 1.36, -0.65], [2.93, -1.80, 0.98], [2.25, 1.51, 2.36], [2.28, -0.19, 3.24], [2.56, -1.75, 3.96], [2.25, -2.95, 2.07], [-0.82, -2.74, 0.54], [3.85, -1.01, 3.03], [4.47, 1.39, 0.79]],
  "mulliken_charge": [-0.045, -0.065, -0.091, -0.093, -0.082, -0.088, -0.130, -0.097, -0.101, -0.035, -0.092, -0.178, -0.082, -0.079, -0.103, -0.027, 0.276, -0.105, -0.350, -0.578, -0.532, -0.884, -1.204, 0.386, 0.354, 0.359, -0.283, -0.138, 0.317, -1.105, 0.387, 0.411, 0.170, 0.331, 0.405, 0.298, 0.208, 0.380, 0.308, 0.373, 0.397, 0.272, 0.210, 0.418, 0.487, 0.234, 0.310, 0.278],
  "max_force_ha_per_bohr": 0.0238,
  "energy_ha": -8477.49924,
  "charge": 1,
  "homo_ev": -12.655,
  "homo_lumo_gap_ev": 9.21
}

***

Record 3
{
  "formula": "H32O16",
  "method": "the ωB97M-V functional and the def2-TZVPD basis",
  "symbols": ["O", "O", "O", "O", "O", "O", "O", "O", "O", "O", "O", "O", "O", "O", "O", "O", "H", "H", "H", "H", "H", "H", "H", "H", "H", "H", "H", "H", "H", "H", "H", "H", "H", "H", "H", "H", "H", "H", "H", "H", "H", "H", "H", "H", "H", "H", "H", "H"],
  "positions_angstrom": [[0.67, 3.50, 1.33], [-2.27, 1.10, -2.61], [-0.36, -0.47, -3.78], [1.25, -2.08, -2.47], [-0.77, -3.20, 1.32], [2.58, 0.61, -0.56], [3.29, -1.27, 1.61], [-0.04, 0.28, -0.03], [1.49, -2.55, 0.26], [-2.00, -0.71, 1.82], [-1.25, 1.85, 2.32], [0.73, -0.42, 2.64], [-3.27, 0.63, -0.15], [-1.32, -1.91, -1.32], [0.13, 2.38, -1.52], [2.52, 1.51, 1.94], [0.09, 2.78, 1.60], [-1.84, 2.47, 1.97], [2.78, -1.17, 2.38], [2.67, 1.16, -1.34], [1.02, 2.64, -1.43], [-1.06, -0.03, -3.34], [2.05, 2.35, 1.95], [0.04, -0.30, 2.02], [-1.07, -2.27, 1.41], [0.78, 4.01, 2.14], [-1.92, -2.44, -0.83], [0.69, -1.42, -2.87], [0.36, 0.13, -3.95], [-2.91, 1.63, -3.08], [-0.35, -0.46, -0.54], [0.80, -2.48, 0.90], [2.67, -1.74, 1.03], [1.09, -2.43, -0.59], [-2.61, 1.35, -0.18], [-2.71, 0.60, -1.93], [2.67, 1.28, 1.02], [3.26, -0.09, -0.69], [0.92, 0.23, -0.11], [-2.80, -0.79, 2.31], [1.37, 0.28, 2.47], [-4.10, 1.06, -0.25], [-1.41, 0.97, 1.92], [-0.32, -3.35, 2.15], [-2.43, -0.44, 1.01], [0.00, 1.59, -1.06], [-1.26, -2.45, -2.11], [2.15, -1.90, -2.75]],
  "mulliken_charge": [-0.690, -0.663, -0.717, -0.629, -0.738, -0.694, -0.718, 1.140, -0.726, -0.744, -0.743, -0.726, -0.780, -0.517, -0.645, -0.734, 0.560, 0.287, 0.278, 0.200, 0.285, 0.378, 0.346, -0.022, 0.498, 0.296, 0.182, 0.324, 0.318, 0.258, -0.405, 0.331, 0.460, 0.376, 0.339, 0.372, 0.480, 0.255, 0.147, 0.337, 0.525, 0.268, 0.385, 0.323, 0.214, 0.234, 0.242, 0.253],
  "relative_energy_ev": 4.611,
  "max_force_ha_per_bohr": 0.0727,
  "energy_ha": -1223.02934,
  "charge": 0,
  "homo_ev": -9.528,
  "homo_lumo_gap_ev": 9.05
}

***

Record 4
{
  "formula": "C26H40BeBr2Cs2F3IKN5O16PS2",
  "method": "the ωB97M-V functional and the def2-TZVPD basis",
  "symbols": ["Cs", "Cs", "I", "Br", "Br", "K", "S", "S", "P", "F", "F", "F", "O", "O", "O", "O", "O", "O", "O", "O", "O", "O", "O", "O", "O", "O", "O", "O", "N", "N", "N", "N", "N", "C", "C", "C", "C", "C", "C", "C", "C", "C", "C", "C", "C", "C", "C", "C", "C", "C", "C", "C", "C", "C", "C", "C", "C", "C", "C", "Be", "H", "H", "H", "H", "H", "H", "H", "H", "H", "H", "H", "H", "H", "H", "H", "H", "H", "H", "H", "H", "H", "H", "H", "H", "H", "H", "H", "H", "H", "H", "H", "H", "H", "H", "H", "H", "H", "H", "H", "H"],
  "positions_angstrom": [[-1.61, 3.79, -0.63], [0.57, 4.09, -4.30], [4.38, -0.10, 3.65], [1.06, 1.97, 1.98], [1.83, -2.05, -2.75], [-2.50, -2.71, -1.03], [1.46, -6.44, -0.13], [2.77, 5.90, -4.08], [-0.10, 0.37, -0.23], [4.46, 7.04, -2.45], [5.18, 6.81, -4.48], [3.71, 8.33, -4.02], [3.31, 4.60, -3.74], [1.67, 6.31, -3.22], [4.03, -5.01, 3.01], [1.74, -1.04, 3.12], [-3.06, 1.49, 3.90], [-5.25, 7.23, -9.00], [3.82, -5.26, -0.54], [5.61, 1.61, 0.42], [-3.10, -0.33, 0.22], [3.21, -2.99, 3.51], [4.12, 2.48, 1.78], [2.46, 6.04, -5.49], [-3.25, 7.61, -8.30], [0.10, 7.68, 1.19], [-3.79, 5.51, -8.91], [-1.61, 0.21, 2.87], [3.94, -6.96, 0.86], [5.21, -6.41, 0.71], [2.31, -1.34, -0.03], [-5.80, -4.04, 4.50], [0.08, 1.86, -0.81], [5.09, -5.42, -0.11], [4.76, -3.98, 5.02], [0.91, -4.73, -0.39], [-6.99, -3.59, 5.01], [-0.33, -2.72, 0.61], [3.33, 0.83, 0.22], [-7.24, -3.98, 2.81], [2.93, -0.98, 2.31], [-2.61, 0.31, 3.65], [-0.03, -2.26, 2.05], [4.11, 7.10, -3.74], [1.03, 0.10, 1.25], [3.36, -2.45, 2.19], [-7.90, -3.54, 3.99], [4.34, 1.72, 0.91], [2.49, -0.26, 0.97], [3.17, -6.25, 0.11], [-6.24, 6.33, -9.50], [4.00, -4.08, 3.75], [-5.95, -4.27, 3.15], [-0.23, -4.31, 0.55], [-4.07, 6.67, -8.75], [-0.31, -0.19, 3.43], [-1.93, 7.14, -8.01], [-3.26, -0.88, 4.23], [0.54, -0.83, 2.35], [-2.44, 2.17, 5.17], [-0.46, -0.96, 4.19], [2.62, 1.50, -0.27], [0.31, -2.35, -0.17], [-1.14, -4.68, 0.08], [-1.45, 6.74, -8.90], [-1.44, 0.08, 0.24], [-3.65, -0.02, 0.95], [0.55, -4.67, -1.42], [1.73, -4.02, -0.33], [0.62, -3.00, 2.50], [0.19, -0.58, -1.23], [0.85, 8.30, 1.10], [-7.09, -3.36, 6.06], [-1.35, -2.46, 0.39], [4.14, -3.52, 5.79], [0.20, 0.62, 3.93], [-5.93, 5.90, -10.44], [5.57, 1.67, -0.55], [3.83, 0.32, -0.60], [5.86, -4.75, -0.44], [-3.45, -1.63, 3.47], [-0.97, -2.34, 2.60], [5.06, -4.96, 5.37], [-0.13, -4.72, 1.55], [5.60, -3.30, 4.88], [2.02, -0.90, -0.91], [-7.66, -4.06, 1.83], [-5.12, -4.64, 2.56], [-1.97, 6.37, -7.23], [-6.45, 5.54, -8.77], [-1.37, 7.99, -7.65], [-8.93, -3.23, 4.08], [0.39, 1.72, -1.77], [-4.13, -0.61, 4.81], [3.20, -1.76, -0.27], [2.67, -3.00, 1.55], [-4.96, -4.17, 5.02], [-2.53, -1.32, 4.93], [4.40, -2.56, 1.90], [-7.14, 6.92, -9.65]],
  "mulliken_charge": [0.984, 0.957, 0.024, -0.147, -0.642, 1.043, -0.297, 1.159, 1.054, -0.202, -0.197, -0.201, -0.660, -0.754, -0.448, -0.365, -0.620, -0.312, -0.244, -0.516, -0.919, -0.145, -0.442, -0.633, -0.293, -0.460, -0.546, 0.207, -0.320, -0.339, -0.616, 0.006, -0.905, -0.045, -1.124, -0.060, -0.546, -2.744, -0.645, -0.404, -1.057, 0.998, -1.433, 0.520, -0.662, -0.564, -0.378, 0.078, 1.247, 0.565, -0.628, 0.697, -0.569, -0.819, 0.806, -2.175, -0.613, -0.917, 1.241, 0.316, 0.701, 0.281, 1.719, 0.371, 0.307, 0.081, 0.058, 0.496, -0.212, 0.910, -0.007, 0.307, 0.394, 1.342, 0.315, 0.609, 0.298, 0.379, 0.768, 0.470, 0.262, 0.327, 0.347, 0.506, 0.256, 0.018, 0.407, 0.478, 0.231, 0.290, 0.242, 0.418, 0.111, 0.440, 0.356, -0.274, 0.206, 0.356, 0.924, 0.219],
  "max_force_ha_per_bohr": 0.0502,
  "energy_ha": -10029.74001,
  "charge": 1,
  "homo_ev": -9.969,
  "homo_lumo_gap_ev": 1.46
}

***

Record 5
{
  "formula": "C28H29ClN8O6PS2W",
  "method": "the ωB97M-V functional and the def2-TZVPD basis",
  "symbols": ["W", "Cl", "S", "S", "P", "O", "O", "O", "O", "O", "O", "N", "N", "N", "N", "N", "N", "N", "N", "C", "C", "C", "C", "C", "C", "C", "C", "C", "C", "C", "C", "C", "C", "C", "C", "C", "C", "C", "C", "C", "C", "C", "C", "C", "C", "C", "C", "H", "H", "H", "H", "H", "H", "H", "H", "H", "H", "H", "H", "H", "H", "H", "H", "H", "H", "H", "H", "H", "H", "H", "H", "H", "H", "H", "H", "H"],
  "positions_angstrom": [[-0.57, 0.16, -0.62], [-6.62, -3.47, -2.81], [0.34, 2.37, -1.43], [-0.45, 1.62, 1.39], [-0.45, 3.24, 0.19], [-1.87, 3.79, -0.12], [-1.60, 0.87, -2.58], [-2.58, 0.66, -0.34], [-1.64, 1.12, -4.70], [0.33, 4.47, 0.73], [-1.33, -1.36, -1.51], [1.43, -0.22, -0.44], [-1.11, 0.64, -3.72], [6.04, -3.32, 6.64], [1.37, -1.54, -4.85], [-0.67, -1.11, 1.06], [1.41, -2.41, -3.77], [0.34, 0.10, -6.06], [-0.06, -0.17, -3.71], [-3.70, -1.09, -1.48], [1.65, -1.29, 1.80], [-4.02, 4.72, 0.36], [3.49, -0.83, 3.41], [2.35, 0.11, -1.41], [-5.09, -2.83, -2.40], [4.38, -2.56, 4.81], [-4.98, -1.59, -1.81], [2.60, -1.74, 2.85], [4.37, -1.23, 4.40], [-2.60, 4.64, 0.83], [1.70, 4.40, 1.25], [2.18, -0.79, 0.60], [0.50, -0.51, -4.90], [3.63, -0.23, -1.04], [3.53, -0.80, 0.24], [1.69, 4.82, 2.69], [-1.70, -2.07, 2.84], [0.29, -1.42, 2.02], [-3.63, 0.15, -0.80], [-3.93, -3.58, -2.65], [-0.35, -1.99, 3.14], [-1.84, -1.52, 1.57], [2.61, -3.07, 3.27], [-2.55, -1.84, -1.76], [5.30, -2.98, 5.83], [3.50, -3.48, 4.25], [-2.67, -3.10, -2.34], [-2.49, -2.47, 3.45], [-4.55, 0.70, -0.60], [0.14, -2.32, 4.04], [2.07, 3.38, 1.12], [1.05, 4.17, 3.29], [5.05, -0.52, 4.85], [2.71, 4.77, 3.10], [2.28, 5.06, 0.62], [4.53, -0.08, -1.61], [2.35, -2.48, -3.41], [-2.52, 4.19, 1.82], [1.08, -3.33, -4.05], [4.33, -1.20, 0.84], [-5.86, -1.01, -1.60], [-4.58, 5.39, 1.02], [-1.79, -3.69, -2.54], [-2.77, -1.42, 1.02], [-0.32, 0.86, -6.13], [3.52, -4.51, 4.57], [0.76, -0.27, -6.90], [1.93, -3.78, 2.82], [-4.08, 5.12, -0.65], [-4.03, -4.56, -3.10], [1.89, -1.76, -5.69], [3.48, 0.21, 3.09], [-2.11, 5.61, 0.84], [2.04, 0.58, -2.32], [-4.50, 3.75, 0.39], [1.35, 5.85, 2.79]],
  "mulliken_charge": [0.883, -0.163, -0.573, -0.336, 1.253, -0.188, -0.560, -0.539, -0.795, -0.383, -0.236, 0.711, 0.761, -0.443, -0.224, 0.474, -0.465, -0.340, 0.104, 1.378, 1.468, -1.192, -0.256, -0.449, 0.015, 0.557, -1.095, 0.028, -0.872, -0.176, -0.065, -0.244, 0.638, -1.807, -0.397, -1.173, -1.569, -0.077, -0.158, -0.632, -0.654, -0.216, -0.254, 0.219, -0.210, -0.894, -0.689, 0.494, 0.432, 0.729, 0.164, 0.275, 0.476, 0.404, 0.313, 0.520, 0.252, 0.361, 0.261, 0.685, 0.514, 0.411, 0.551, 0.493, 0.218, 0.480, 0.207, 0.585, 0.322, 0.468, 0.171, 0.600, 0.318, 0.574, 0.222, 0.335],
  "relative_energy_ev": 0.472,
  "max_force_ha_per_bohr": 0.0138,
  "energy_ha": -3638.40667,
  "charge": 2,
  "homo_ev": [-13.463, -13.457],
  "multiplicity": 2,
  "homo_lumo_gap_ev": [6.32, 6.21]
}

***

Record 6
{
  "formula": "C3H9NO2",
  "method": "the ωB97M-V functional and the def2-TZVPD basis",
  "symbols": ["O", "O", "N", "C", "C", "C", "H", "H", "H", "H", "H", "H", "H", "H", "H"],
  "positions_angstrom": [[-0.47, 0.91, -0.10], [1.09, 1.25, -1.47], [-0.42, -1.58, -0.78], [0.95, 2.64, 0.60], [-0.81, -2.37, 0.43], [0.62, 1.61, -0.47], [0.43, 2.47, 1.52], [-0.06, -2.10, 1.22], [-1.70, -1.85, 0.80], [-0.74, -3.40, 0.34], [0.43, -2.00, -1.15], [-1.00, 0.34, -0.82], [2.02, 2.54, 0.88], [-0.98, -2.04, -1.45], [0.63, 3.58, 0.46]],
  "mulliken_charge": [-0.320, -0.405, -0.400, -1.057, -0.756, 0.806, 0.362, 0.314, 0.314, 0.400, 0.304, 0.450, 0.294, 0.320, 0.375],
  "relative_energy_ev": 2.757,
  "max_force_ha_per_bohr": 0.1122,
  "energy_ha": -324.52425,
  "charge": 1,
  "homo_ev": [-15.809, -15.277],
  "multiplicity": 2,
  "homo_lumo_gap_ev": [12.40, 5.40]
}

***

Record 7
{
  "formula": "C6H11O",
  "method": "the ωB97M-V functional and the def2-TZVPD basis",
  "symbols": ["O", "C", "C", "C", "C", "C", "C", "H", "H", "H", "H", "H", "H", "H", "H", "H", "H", "H"],
  "positions_angstrom": [[-4.27, -0.41, -0.01], [2.80, 0.87, -0.94], [-3.26, 0.43, -0.31], [-1.90, 0.09, 0.26], [3.41, -0.91, -0.38], [2.42, 0.25, 0.18], [1.62, 0.02, 1.24], [-3.56, 1.42, 0.10], [-1.10, 0.80, 0.07], [1.32, 0.88, 1.82], [3.49, -1.14, -1.45], [-1.51, -0.82, -0.22], [1.61, -0.96, 1.68], [-1.89, -0.10, 1.33], [4.38, -0.74, 0.05], [-3.21, 0.63, -1.39], [2.94, -1.82, 0.00], [2.30, 0.73, -1.90]],
  "mulliken_charge": [-0.340, -0.699, -0.253, -0.848, -1.074, 1.111, -1.170, 0.256, 0.301, 0.307, 0.351, 0.289, 0.312, 0.301, 0.263, 0.290, 0.385, 0.217],
  "relative_energy_ev": 5.711,
  "max_force_ha_per_bohr": 0.0423,
  "energy_ha": -310.17953,
  "charge": 0,
  "homo_ev": [-7.826, -7.825],
  "multiplicity": 2,
  "homo_lumo_gap_ev": [8.32, 6.56]
}

***

Record 8
{
  "formula": "H3O3P3S",
  "method": "the ωB97M-V functional and the def2-TZVPD basis",
  "symbols": ["S", "P", "P", "P", "O", "O", "O", "H", "H", "H"],
  "positions_angstrom": [[-10.56, -0.50, -1.08], [-9.19, -0.73, 0.27], [6.31, -0.46, -0.46], [6.95, 1.62, -0.70], [6.94, -1.56, -1.23], [5.00, -0.64, 0.28], [7.40, 0.40, 0.44], [-9.67, -0.80, 1.51], [-8.83, 0.51, 0.76], [5.66, 2.16, 0.21]],
  "mulliken_charge": [-0.648, -0.178, 0.764, -0.107, -0.658, -0.667, -0.349, -0.096, -0.077, 0.018],
  "relative_energy_ev": 0.018,
  "max_force_ha_per_bohr": 0.0693,
  "energy_ha": -1649.86585,
  "charge": -2,
  "homo_ev": -1.196,
  "homo_lumo_gap_ev": 6.22
}